Record 1
# C17H44BN4O8

A cluster of 4 separate species, C17H44BN4O8 in total (ωB97M-V/def2-TZVPD, OMol25).

The energy comes out at -1519.583698 Ha. The calculation puts the molecular weight at 443.371 g mol⁻¹. Its net charge is +1. The calculation puts the highest occupied orbital energy at -0.401 hartree. For the frontier orbital gap, the calculation gives 7.2 eV.

XYZ file:
```
74
C17H44BN4O8, DFT ωB97M-V/def2-TZVPD
C -2.0464 -0.8380 -1.3456
O -1.0066 0.0480 -0.9445
C -0.6601 0.0219 0.4186
C -1.0621 1.3135 1.1745
B -1.6349 1.0791 2.6691
N -1.5960 -0.1707 3.4165
O -2.1863 2.2010 3.2573
C -1.8411 2.2455 0.2481
N -0.7465 2.8159 -0.5795
C 0.3914 2.6137 0.0592
N 1.6123 2.7254 -0.4368
N 0.1750 2.1849 1.4028
H -2.5770 -1.2667 -0.4987
H -2.7694 -0.3102 -1.9597
H -1.6206 -1.6491 -1.9289
H 0.4292 -0.0644 0.4692
H -1.0459 -0.8491 0.9364
H -0.6596 -0.5552 3.5035
H -2.1329 -0.8952 2.9481
H -1.5807 2.6058 3.8836
H -2.3557 3.0401 0.7869
H -2.6209 1.7995 -0.3552
H -0.7427 2.5737 -1.5635
H 1.9519 3.4953 -0.9869
H 2.2867 2.0163 -0.1845
H -0.2304 3.0318 1.8180
C -5.6366 5.9353 5.7487
O -6.0517 4.6347 6.1235
C -7.2503 4.2206 5.4856
C -6.9734 3.2581 4.3547
O -6.2773 3.8871 3.2865
C -4.8977 3.5893 3.2727
H -4.6373 6.0895 6.1527
H -5.6030 6.0506 4.6620
H -6.3051 6.6919 6.1718
H -7.8106 5.0849 5.1184
H -7.8631 3.7138 6.2370
H -7.9252 2.8955 3.9554
H -6.4099 2.3965 4.7248
H -4.7302 2.5505 2.9738
H -4.4365 3.7609 4.2484
H -4.4280 4.2470 2.5402
C 5.0243 -3.4241 0.7281
O 4.7793 -3.1778 -0.6462
C 3.5604 -2.5031 -0.8984
C 3.7926 -1.0418 -1.2022
O 4.2692 -0.3307 -0.0620
C 5.6686 -0.0832 -0.1137
H 6.0462 -3.7856 0.8189
H 4.9153 -2.5157 1.3261
H 4.3449 -4.1938 1.1084
H 2.8718 -2.6160 -0.0542
H 3.1034 -2.9725 -1.7760
H 2.8360 -0.5882 -1.4899
H 4.4822 -0.9351 -2.0432
H 5.8999 0.6743 -0.8697
H 6.2252 -0.9954 -0.3337
H 5.9728 0.2903 0.8621
C 4.4884 -3.4246 -4.5417
O 3.0843 -3.2236 -4.4880
C 2.4879 -3.0872 -5.7707
C 1.8002 -4.3607 -6.2066
O 2.7305 -5.4033 -6.4338
C 2.7890 -6.3519 -5.3837
H 4.8202 -3.6911 -3.5385
H 4.7601 -4.2293 -5.2275
H 4.9945 -2.5020 -4.8470
H 3.2352 -2.7916 -6.5120
H 1.7431 -2.2872 -5.7017
H 1.2805 -4.1740 -7.1517
H 1.0549 -4.6615 -5.4638
H 1.8799 -6.9622 -5.3635
H 2.9237 -5.8699 -4.4120
H 3.6405 -7.0011 -5.5765
```


Record 2
# C17H44BaFO17S5

A structure of composition C17H44BaFO17S5 (ωB97M-V/def2-TZVPD, OMol25).

The energy comes out at -4069.448733 Ha. The calculation puts the molecular weight at 837.183 g mol⁻¹. For the energy above the lowest of the compared OMol25 structures with the same formula, charge and spin, the calculation gives 0.0 kcal/mol. Its net charge is -1. The calculation puts the highest occupied orbital energy at -0.087 hartree. For the frontier orbital gap, the calculation gives 4.2 eV.

XYZ file:
```
85
C17H44BaFO17S5, DFT ωB97M-V/def2-TZVPD
Ba -16.3034 3.8496 -4.2618
F -14.6605 3.3690 -2.1639
O -15.1587 6.4104 -4.4934
C -14.8167 6.6316 -5.8472
C -15.8049 6.0012 -6.9486
O -16.2909 4.6760 -6.8809
H -13.8107 6.2705 -6.0611
H -14.7512 7.6983 -6.0613
H -15.3670 6.2787 -7.9075
H -16.6350 6.7055 -7.0026
O -17.4688 4.9490 -1.9132
S -17.4572 5.4111 -0.5329
O -16.4525 6.3197 -0.0580
O -18.9335 6.0892 -0.1951
C -20.0703 5.3860 -0.6202
C -21.2871 6.0258 0.0594
C -17.4652 3.9320 0.5439
H -19.9775 4.3041 -0.5264
H -20.1682 5.5560 -1.6924
H -21.2002 6.0638 1.1453
H -22.2110 5.4556 -0.0366
H -21.4208 7.0619 -0.2517
H -17.8518 4.2182 1.5221
H -16.4092 3.7052 0.6910
H -17.9705 3.0870 0.0764
O -15.3643 -1.2630 -4.9552
S -15.6703 -0.3884 -3.8038
O -16.2115 0.9400 -4.0563
O -16.7106 -1.1427 -2.7425
C -16.7094 -2.6025 -2.6931
C -18.0892 -3.0328 -2.3933
C -14.1977 -0.1815 -2.7428
H -15.9786 -2.9221 -1.9502
H -16.3881 -3.0599 -3.6289
H -18.4178 -3.9242 -2.9277
H -18.8324 -2.3389 -2.7861
H -18.2770 -3.1369 -1.3246
H -13.3352 -0.0990 -3.4042
H -14.0384 -1.0300 -2.0774
H -14.3700 0.7172 -2.1506
O -14.5227 2.3689 -5.8054
S -13.2350 2.4412 -6.4668
O -12.1061 3.1107 -5.8703
O -12.7060 0.8971 -6.7220
C -13.5010 -0.0806 -7.3254
C -12.8674 -0.4801 -8.7164
C -13.4945 2.8961 -8.2062
H -14.5800 0.0720 -7.2994
H -13.4620 -0.9714 -6.6985
H -12.8208 0.3391 -9.4339
H -13.4939 -1.3041 -9.0579
H -11.8439 -0.8414 -8.6154
H -13.8429 3.9156 -8.3715
H -14.3254 2.2920 -8.5705
H -12.5219 2.7869 -8.6860
O -21.0357 6.3312 -4.7878
S -20.1484 5.2436 -5.2423
O -18.8234 5.0402 -4.6899
O -20.9887 3.7798 -4.9958
C -22.3639 3.7615 -5.2899
C -22.8150 2.3366 -5.4167
C -19.9117 5.2692 -7.0802
H -22.5131 4.3144 -6.2173
H -22.9386 4.1888 -4.4681
H -23.7761 2.3246 -5.9308
H -22.7638 1.7778 -4.4823
H -22.0344 1.8939 -6.0353
H -19.5338 6.2575 -7.3423
H -20.6944 4.8217 -7.6927
H -19.0950 4.5602 -7.2159
O -18.3350 2.2682 -5.7243
S -18.5129 1.3401 -6.7973
O -18.5510 -0.1491 -6.6671
O -19.7939 1.8949 -7.6619
C -20.1928 1.1562 -8.7770
C -21.5497 1.6505 -9.1834
C -17.2397 1.7019 -8.1096
H -20.2721 0.1251 -8.4326
H -19.4666 1.3020 -9.5767
H -21.6261 2.7166 -9.3971
H -22.3148 1.5238 -8.4175
H -21.8896 1.2434 -10.1357
H -16.2771 1.7127 -7.5985
H -17.5582 2.6779 -8.4758
H -17.2304 0.9121 -8.8608
```